C81H134F4N14O12S4 | ωB97M-V with the def2-TZVPD basis set

Last column: Mulliken charge in e.
Positions of all 249 atoms, in Å:
S -7.589 1.571 2.327  1.07
S -4.990 1.475 1.248  0.58
S 1.008 0.806 -1.942  0.95
S -1.141 1.108 -0.190  0.86
F -8.637 2.452 1.425  -0.30
F -4.778 0.092 0.297  -0.32
F -1.730 -0.250 0.569  -0.26
F 2.370 1.186 -1.140  -0.23
O 0.699 1.973 -2.645  -0.50
O -7.296 2.503 3.387  -0.49
O -4.130 2.435 0.504  -0.58
O 6.465 4.070 2.197  -0.18
O 5.601 -3.919 3.292  -0.30
O 1.369 -0.349 -2.693  -0.60
O 5.513 1.752 -4.697  -0.21
O -1.595 4.683 5.844  -0.11
O -4.338 1.042 2.449  -0.42
O -2.067 1.316 -1.234  -0.44
O -0.980 2.155 0.824  -0.43
O -8.229 0.377 2.524  -0.55
N -4.040 -3.899 0.476  0.21
N -6.479 1.679 1.065  -0.03
N 6.610 -9.991 -8.974  -0.01
N 4.829 -4.686 3.426  0.77
N 7.690 3.099 -2.863  0.10
N 3.695 4.182 3.841  -0.22
N -3.751 2.394 6.637  0.06
N -1.846 5.949 -2.382  0.29
N 4.462 -4.116 -5.929  0.16
N -9.144 0.740 -2.635  0.10
N -8.228 7.059 0.244  0.10
N -7.425 -8.986 3.958  0.06
N -3.587 1.367 -6.869  0.04
N 0.176 0.295 -0.649  -0.33
C -8.035 -10.057 4.760  -0.83
C -5.429 -4.606 2.215  -1.09
C 3.536 -4.874 -6.507  -0.02
C 4.942 -8.853 -7.738  -0.74
C 9.924 2.566 -1.587  -1.28
C -4.522 0.484 -7.272  -0.19
C -1.660 1.594 5.251  -1.38
C -5.190 2.684 6.494  -0.97
C -6.103 -6.961 2.539  0.82
C 2.281 -5.039 3.321  -1.10
C -3.682 1.997 -5.708  -0.41
C 7.777 5.396 -1.649  -1.00
C -10.273 0.807 -1.712  -0.86
C 5.406 -10.002 -8.325  -0.31
C -7.801 5.800 0.232  -0.44
C 3.520 -4.467 2.615  1.54
C 5.665 -7.630 -7.898  0.83
C -5.401 -5.942 1.806  0.93
C -4.564 6.155 -1.636  0.71
C 6.143 -5.595 -6.621  -0.68
C -7.479 8.032 -0.339  -0.63
C -3.894 -5.184 0.067  -0.21
C 7.932 3.783 2.502  -0.78
C -6.975 -7.907 4.585  -0.13
C 3.264 5.931 5.743  -0.97
C 3.709 -5.132 1.233  -1.83
C -9.414 0.866 -3.953  -0.26
C 2.239 4.226 3.436  -1.38
C 2.555 -6.442 4.000  -0.68
C -3.508 1.257 7.684  -0.51
C 4.106 -2.874 -5.189  -1.10
C -2.429 5.045 -1.509  -0.58
C -1.419 5.913 5.148  -0.67
C 3.840 4.538 5.369  -0.25
C 8.423 2.499 -1.636  -0.37
C 8.338 2.376 -4.091  -1.02
C 5.044 -5.974 4.262  1.04
C 7.029 -11.217 -9.626  -0.83
C -5.782 0.844 -5.210  0.60
C -6.289 -6.875 3.913  -0.83
C -3.056 -2.811 0.035  -0.66
C 6.851 -7.649 -8.614  -0.67
C 4.472 5.185 2.999  -0.91
C 5.344 2.962 -3.975  -0.64
C -3.091 1.981 5.326  -0.67
C 6.089 -5.653 5.356  -1.49
C -6.836 0.535 -3.053  -0.67
C -9.422 7.447 0.973  -0.92
C -4.013 -0.099 7.238  -1.16
C -2.619 6.936 -2.932  -0.57
C 6.130 2.752 -2.726  -0.47
C -5.578 0.167 -6.406  -0.68
C -4.848 1.842 -4.921  -0.79
C 3.734 -6.403 4.907  -1.00
C -8.349 0.959 -4.856  -0.60
C 7.291 -8.858 -9.146  -0.27
C -7.012 0.732 -4.412  0.72
C -6.705 -8.051 1.871  -0.69
C -0.347 5.924 -2.556  -1.01
C 5.637 -6.971 3.264  -1.50
C 3.390 -2.935 2.407  -2.06
C 3.974 2.157 2.250  -1.31
C 5.219 -6.409 -7.207  0.78
C -2.789 4.819 6.547  -0.75
C -2.387 1.637 -7.730  -0.92
C 5.756 -4.447 -6.008  -0.22
C -7.908 0.608 -2.136  -0.67
C -6.617 5.458 -0.468  -0.80
C -4.521 -6.216 0.731  -0.65
C 4.569 1.587 -5.708  -0.69
C 4.195 2.671 3.681  -0.35
C -5.861 6.448 -1.010  1.36
C 6.003 5.059 3.026  -0.86
C 8.104 4.593 -2.936  -0.47
C -3.975 7.029 -2.570  -0.66
C 3.891 -6.000 -7.208  -0.71
C -4.776 -3.607 1.548  -0.24
C -6.306 7.770 -1.005  -0.71
C -3.026 3.563 7.389  -0.85
C -7.282 -9.083 2.575  -0.44
C -3.769 5.080 -1.220  -0.08
H 8.472 5.093 -0.852  0.26
H 2.534 -7.182 3.196  0.38
H 3.398 -6.156 1.281  0.42
H -2.809 -2.879 -1.036  0.43
H -8.341 -9.662 5.736  0.30
H 6.258 -6.414 2.589  0.36
H -5.089 -0.099 7.064  0.31
H -1.493 1.582 -7.116  0.40
H -10.173 1.682 -1.106  0.36
H 3.428 -2.298 3.298  0.48
H 2.903 1.954 2.117  0.40
H 5.874 3.410 -1.889  0.16
H 4.693 0.619 -6.152  0.19
H -4.378 0.031 -8.256  0.45
H -3.706 4.972 5.892  0.28
H 6.467 -3.687 -5.572  0.40
H -3.410 -0.472 6.393  0.23
H -3.177 2.849 4.656  0.41
H -0.090 5.646 -3.580  0.38
H 4.846 -7.490 2.751  0.35
H -5.371 3.552 5.871  0.39
H 6.050 1.678 -2.486  0.33
H 7.214 -5.827 -6.586  0.55
H 5.258 2.766 3.961  0.41
H 1.758 3.536 4.145  0.52
H 4.146 6.176 3.254  0.65
H 3.056 -6.552 -7.599  0.48
H 6.568 -12.156 -9.260  0.32
H -7.625 -9.988 2.084  0.48
H -5.661 2.880 7.485  0.34
H -3.622 -1.891 0.186  -0.17
H -2.213 7.664 -3.649  0.50
H 6.598 -6.591 5.631  0.40
H -5.810 -6.201 4.566  0.51
H 3.021 -4.569 0.616  0.56
H -1.652 6.752 5.771  0.38
H -2.877 2.662 -5.495  0.65
H -6.295 -0.573 -6.722  0.59
H -7.046 -7.944 5.678  0.39
H 6.772 5.212 -1.252  0.19
H 4.925 4.563 5.561  0.37
H 6.400 4.885 4.041  0.39
H 8.012 3.036 -0.782  0.28
H -3.157 -5.444 -0.710  0.39
H 5.678 -5.097 6.235  0.37
H 2.032 -4.346 4.118  0.45
H -10.194 7.647 0.237  0.42
H -10.305 -0.058 -1.044  0.36
H 4.339 2.820 1.501  0.27
H 3.365 3.661 5.829  0.47
H 4.665 -4.978 0.765  0.36
H 7.755 5.058 -3.874  0.57
H 3.520 6.065 6.802  0.44
H 2.169 6.030 5.655  0.12
H -6.664 -8.079 0.799  0.56
H 4.895 -2.191 -5.370  0.43
H -2.223 5.939 4.370  0.31
H -5.743 8.573 -1.483  0.46
H -1.026 2.379 5.712  0.22
H -8.536 1.166 -5.919  0.55
H -4.449 7.875 -3.049  0.54
H 2.158 3.894 2.402  0.48
H -8.375 5.069 0.790  0.51
H 7.427 -6.717 -8.782  0.52
H -1.469 0.620 5.718  0.34
H -3.896 -0.735 8.130  0.43
H -6.337 4.423 -0.529  0.60
H -9.363 8.402 1.518  0.37
H -11.250 0.824 -2.213  0.33
H 8.515 4.712 2.611  0.41
H -3.752 1.202 4.936  0.86
H -9.755 6.684 1.649  0.33
H 7.937 1.361 -4.109  0.38
H -4.906 2.527 -4.055  0.54
H -2.189 -2.860 0.677  0.42
H -1.423 1.528 4.182  0.33
H 1.733 -6.611 4.678  0.37
H 0.143 5.242 -1.885  0.34
H -8.936 -10.464 4.256  0.38
H 4.105 -2.592 1.651  0.42
H 9.404 2.410 -4.065  0.47
H -3.986 1.645 8.607  0.60
H 8.078 3.283 3.471  0.39
H 0.106 6.959 -2.419  0.36
H 7.861 6.507 -1.640  0.44
H 3.705 6.786 5.207  0.35
H -2.473 1.236 7.990  0.45
H 10.246 2.269 -0.577  0.43
H 4.015 -7.433 5.223  0.36
H 2.530 -4.476 -6.597  0.35
H 4.852 -10.941 -8.392  0.41
H 2.399 -2.730 1.977  0.51
H -2.457 2.564 -8.229  0.35
H 3.536 1.620 -5.268  0.21
H 7.994 2.842 -5.048  0.33
H -1.817 4.228 -1.169  0.30
H -7.426 -10.960 4.811  0.37
H -4.238 -7.255 0.524  0.51
H -10.453 1.072 -4.211  0.40
H -2.270 0.776 -8.382  0.32
H 3.651 2.081 4.387  0.65
H 8.265 3.228 1.640  0.09
H 8.183 -8.924 -9.741  0.47
H 10.464 1.993 -2.351  0.39
H 10.283 3.586 -1.680  0.35
H 6.764 -11.132 -10.656  0.42
H 1.902 5.266 3.491  0.41
H -3.620 3.819 8.240  0.62
H 4.620 2.326 -6.500  0.35
H -5.735 1.858 6.027  0.40
H -0.427 6.024 4.734  0.01
H 5.728 3.799 -4.556  0.33
H 3.159 -2.525 -5.627  0.32
H 4.569 1.229 2.128  0.40
H -2.863 5.700 7.216  0.62
H 1.448 -5.173 2.634  0.41
H 7.999 1.478 -1.552  0.39
H 4.155 5.018 1.972  0.51
H 9.195 4.662 -3.028  0.46
H -7.852 0.448 -1.040  0.55
H -5.827 0.407 -2.619  0.69
H 6.391 6.026 2.717  0.53
H -4.126 4.232 -0.643  0.50
H -2.107 3.194 7.848  0.44
H -6.024 -4.362 3.073  0.52
H -7.968 9.026 -0.279  0.47
H 3.467 -5.821 5.787  0.44
H -4.848 -2.582 1.901  0.64
H 6.892 -5.078 4.895  0.48
H 3.932 -3.068 -4.155  0.32
H 4.274 3.090 -3.752  0.54
H 6.168 -7.729 3.823  0.51
H 4.011 -8.832 -7.214  0.48
H 8.099 -11.201 -9.545  0.33

As for the total charge: +10. Its total energy is -185689.0828 eV. The HOMO energy comes out at -23.7 eV. As for the multiplicity: 1.

C20H12AuF6N7O4S2 | ωB97M-V with the def2-TZVPD basis set

Last column: natural (NBO) charge in e.
Positions of all 52 atoms, in Å:
Au 0.781 1.428 -0.592  1.45
S 1.347 3.356 -2.729  2.20
S 2.557 3.738 -0.243  2.20
F 4.818 2.403 -0.338  -0.29
F 3.324 1.594 1.020  -0.33
F 1.086 0.893 -3.539  -0.33
F 1.172 2.332 -5.159  -0.25
F 4.450 3.366 1.565  -0.25
F 2.979 1.810 -4.091  -0.29
O 1.391 3.581 0.598  -0.95
O 1.738 4.615 -3.221  -0.80
O 3.022 5.027 -0.565  -0.80
O -0.011 3.144 -2.279  -0.95
N -1.206 2.309 0.242  -0.43
N 3.449 -2.601 -1.290  -0.29
N 2.046 -0.308 -0.943  -0.40
N -3.578 3.097 1.278  -0.31
N 2.294 2.721 -1.527  -1.16
N -0.339 -0.171 0.192  -0.47
N -3.853 -5.700 2.728  -0.34
C 3.232 -0.264 -1.525  0.04
C -0.470 -2.496 0.604  -0.23
C -2.764 3.988 0.749  0.06
C -4.384 -4.493 2.806  0.06
C 3.949 -1.450 -1.700  0.05
C 2.263 -2.630 -0.710  0.07
C -1.732 -2.356 1.197  0.22
C -1.534 3.584 0.211  0.06
C -2.257 -1.060 1.257  -0.21
C -3.238 1.821 1.304  0.07
C 1.519 -1.464 -0.518  0.11
C -1.544 0.011 0.751  0.21
C 3.908 2.726 0.571  0.76
C -2.665 -5.874 2.177  0.06
C -2.468 -3.521 1.729  -0.14
C 0.202 -1.397 0.112  0.26
C 1.672 2.019 -4.002  0.76
C -2.020 1.394 0.775  0.10
C -3.724 -3.371 2.318  -0.19
C -1.934 -4.809 1.662  -0.20
H -4.214 -2.412 2.413  0.21
H 1.906 -3.602 -0.395  0.24
H 3.606 0.699 -1.848  0.26
H -0.836 4.278 -0.232  0.26
H -3.951 1.141 1.753  0.23
H -3.223 -0.879 1.698  0.25
H -0.007 -3.465 0.525  0.25
H 4.923 -1.455 -2.173  0.25
H -5.360 -4.413 3.269  0.22
H -0.969 -5.024 1.225  0.21
H -3.075 5.025 0.745  0.25
H -2.281 -6.886 2.142  0.22

As for the total charge: +2. Its total energy is -81203.2532 eV. The HOMO energy comes out at -14.8 eV. As for the multiplicity: 1.

C3H13NO3 | ωB97M-V with the def2-TZVPD basis set

Last column: natural (NBO) charge in e.
Positions of all 20 atoms, in Å:
O 1.204 2.355 -2.445  -0.99
O 2.385 -1.156 1.001  -0.99
O 2.551 -0.377 -1.889  -1.12
N -1.433 -0.960 0.393  -0.55
C -1.169 0.814 2.009  -0.63
C -1.580 -1.285 -0.832  -0.32
C -2.137 0.032 1.115  -0.23
H 1.707 1.697 -1.971  0.49
H -1.422 1.903 1.979  0.19
H -1.006 0.704 3.077  0.19
H 1.460 -1.300 1.243  0.48
H -2.780 0.800 0.507  0.14
H -2.905 -0.531 1.736  0.16
H -1.069 -2.108 -1.331  0.13
H 1.019 1.733 -3.163  0.44
H -2.274 -0.752 -1.491  0.10
H 2.583 -0.447 1.619  0.44
H -0.156 0.577 1.689  0.21
H 1.914 -1.068 -2.106  0.38
H 3.107 -0.630 -1.140  0.48

The energy above the lowest of the compared OMol25 structures with the same formula, charge and spin is 27.0 kcal per mole. As for the total charge: -1. Its total energy is -10952.0207 eV. The HOMO energy (alpha / beta) comes out at 0.9 / -4.8 eV. As for the multiplicity: 2.